[1]
Entry from the OMol25 dataset: a gas-phase ion, C4H8NO3 (charge -1) (the ωB97M-V functional and the def2-TZVPD basis).

Structure (SMILES)   C[C@@H](CO)NC(=O)[O-]
LUMO level   3.7 eV
ΔE to the lowest compared entry with this formula, charge and spin   37.4 kcal/mol
Energy   -11911.6720 eV
Highest occupied orbital energy   -3.92 eV

```
! wB97M-V def2-TZVPD RIJCOSX def2/J DEFGRID3
* xyz -1 1
C -1.36 0.15 1.15
C -0.32 0.01 0.02
C 0.37 1.36 -0.27
O -0.14 1.98 -1.50
N 0.68 -0.98 0.34
C 0.96 -2.08 -0.53
O 0.22 -2.19 -1.53
O 1.94 -2.79 -0.19
H -2.27 -0.37 0.83
H -0.98 -0.37 2.03
H -1.56 1.19 1.42
H -0.73 -0.27 -0.95
H 1.44 1.28 -0.38
H 0.14 2.14 0.47
H 0.54 1.83 -2.18
H 1.06 -0.91 1.27
*
```



[2]
Entry from the OMol25 dataset: 2 unconnected molecules or ions with the total composition C4H8NO3 (the ωB97M-V functional and the def2-TZVPD basis).

LUMO level   4.0 eV
ΔE to the lowest compared entry with this formula, charge and spin   16.5 kcal/mol
Energy   -11912.5800 eV
Highest occupied orbital energy   -4.48 eV

```
! wB97M-V def2-TZVPD RIJCOSX def2/J DEFGRID3
* xyz -1 1
C 1.99 0.59 0.43
C 1.87 -0.21 -0.85
O 2.28 0.25 -1.92
N 1.41 -1.49 -0.77
H 1.20 -1.89 -1.67
H 0.60 -1.68 -0.15
H 2.05 -0.08 1.28
H 1.05 1.13 0.52
H 2.84 1.24 0.27
C -2.38 0.93 0.38
C -1.88 -0.50 0.68
O -2.68 -1.41 0.37
O -0.63 -0.65 0.76
H -2.11 1.20 -0.65
H -2.15 1.69 1.12
H -3.45 0.88 0.22
*
```



[3]
Entry from the OMol25 dataset: 2 unconnected molecules or ions with the total composition C4H8NO3 (the ωB97M-V functional and the def2-TZVPD basis).

LUMO level   3.0 eV
ΔE to the lowest compared entry with this formula, charge and spin   24.2 kcal/mol
Energy   -11912.2428 eV
Highest occupied orbital energy   -3.81 eV

```
! wB97M-V def2-TZVPD RIJCOSX def2/J DEFGRID3
* xyz -1 1
C 3.23 -0.37 -1.57
C 1.93 -0.83 -0.95
O 1.02 -1.27 -1.61
N 1.89 -0.86 0.42
H 3.34 -0.91 -2.51
H 4.13 -0.60 -0.99
H 0.95 -0.90 0.82
H 2.53 -0.25 0.92
H 3.27 0.71 -1.74
C -3.37 1.29 0.73
C -2.88 0.00 1.45
O -2.13 0.19 2.43
O -3.30 -1.07 0.96
H -3.42 2.14 1.43
H -4.39 1.15 0.37
H -2.82 1.58 -0.17
*
```



[4]
Entry from the OMol25 dataset: 2 unconnected molecules or ions with the total composition C4H8NO3 (the ωB97M-V functional and the def2-TZVPD basis).

LUMO level   3.6 eV
ΔE to the lowest compared entry with this formula, charge and spin   34.1 kcal/mol
Energy   -11911.8138 eV
Highest occupied orbital energy   -3.96 eV

```
! wB97M-V def2-TZVPD RIJCOSX def2/J DEFGRID3
* xyz -1 1
C 2.82 0.82 -1.34
C 1.49 1.50 -0.98
O 1.17 1.56 0.24
O 0.85 2.09 -1.88
H 2.90 0.68 -2.43
H 2.90 -0.16 -0.84
H 3.54 1.57 -0.95
C -0.53 -0.45 1.13
C -1.74 -1.35 0.99
O -2.86 -1.09 1.40
N -1.54 -2.67 0.45
H 0.37 -0.78 0.62
H -0.12 -0.27 2.15
H -2.19 -3.36 0.73
H -0.96 -2.62 -0.37
H -0.71 0.59 0.69
*
```



[5]
Entry from the OMol25 dataset: 2 unconnected molecules or ions with the total composition C4H8NO3 (the ωB97M-V functional and the def2-TZVPD basis).

LUMO level   4.0 eV
ΔE to the lowest compared entry with this formula, charge and spin   107.0 kcal/mol
Energy   -11908.6539 eV
Highest occupied orbital energy   -4.51 eV

```
! wB97M-V def2-TZVPD RIJCOSX def2/J DEFGRID3
* xyz -1 1
C 2.99 -0.52 -0.11
C 3.05 0.99 0.26
C -3.33 -0.67 -0.17
C -1.77 -0.86 0.00
N 1.72 -0.82 -0.15
O 1.23 -2.10 -0.48
O -1.12 -0.29 0.84
O -1.37 -1.71 -0.87
H 2.66 1.60 -0.58
H 2.38 1.43 1.00
H 4.08 1.38 0.34
H -3.68 -1.62 -0.70
H -3.89 -0.36 0.72
H -3.39 0.11 -1.00
H 1.11 -0.12 0.06
H 0.16 -1.90 -0.66
*
```



[6]
Entry from the OMol25 dataset: 2 unconnected molecules or ions with the total composition C4H8NO3 (the ωB97M-V functional and the def2-TZVPD basis).

LUMO level   4.0 eV
ΔE to the lowest compared entry with this formula, charge and spin   24.7 kcal/mol
Energy   -11912.2235 eV
Highest occupied orbital energy   -4.27 eV

```
! wB97M-V def2-TZVPD RIJCOSX def2/J DEFGRID3
* xyz -1 1
C -2.79 -0.14 -1.68
C -1.30 -0.27 -1.13
O -0.56 -0.90 -1.96
O -1.06 0.13 0.01
H -2.82 0.17 -2.69
H -3.12 0.78 -1.23
H -3.18 -1.09 -1.52
C 1.96 -0.65 0.45
C 2.08 0.56 1.40
O 3.19 1.13 1.48
N 0.92 0.89 2.05
H 0.71 1.55 2.78
H 0.12 0.70 1.49
H 2.98 -0.85 0.11
H 1.29 -0.43 -0.46
H 1.57 -1.59 0.94
*
```



[7]
Entry from the OMol25 dataset: 2 unconnected molecules or ions with the total composition C4H8NO3 (the ωB97M-V functional and the def2-TZVPD basis).

LUMO level   4.0 eV
ΔE to the lowest compared entry with this formula, charge and spin   10.2 kcal/mol
Energy   -11912.8515 eV
Highest occupied orbital energy   -4.69 eV

```
! wB97M-V def2-TZVPD RIJCOSX def2/J DEFGRID3
* xyz -1 1
C 1.63 -1.88 -1.93
C 0.98 -0.54 -1.55
O 1.05 -0.17 -0.35
O 0.35 0.04 -2.47
H 1.56 -2.66 -1.19
H 2.69 -1.65 -2.18
H 1.41 -2.03 -3.00
C -0.82 0.42 2.33
C -1.45 1.47 1.44
O -2.05 2.43 1.92
N -1.29 1.30 0.13
H -1.56 2.06 -0.47
H -0.64 0.63 -0.29
H -0.03 0.97 2.84
H -0.34 -0.35 1.73
H -1.49 -0.04 3.05
*
```



[8]
Entry from the OMol25 dataset: a gas-phase ion, C4H8NO3 (charge +1) (the ωB97M-V functional and the def2-TZVPD basis).

Structure (SMILES)   [NH3+][C@H](C=O)CC(=O)O
LUMO level   -4.0 eV
ΔE to the lowest compared entry with this formula, charge and spin   26.5 kcal/mol
Energy   -11902.4480 eV
Highest occupied orbital energy   -14.85 eV

```
! wB97M-V def2-TZVPD RIJCOSX def2/J DEFGRID3
* xyz 1 1
O -0.82 -2.95 -0.43
C -1.09 -1.84 -0.13
C -0.15 -0.65 0.15
C -0.75 0.73 -0.24
C 0.13 1.83 0.39
O 0.61 1.61 1.70
O 0.55 2.67 -0.33
N 1.14 -0.83 -0.66
H -2.27 -1.60 0.16
H 0.01 -0.61 1.23
H -1.86 0.75 -0.13
H -0.59 1.01 -1.31
H 0.82 2.41 2.23
H 1.94 -0.28 -0.32
H 1.38 -1.84 -0.74
H 0.96 -0.42 -1.58
*
```



[9]
Entry from the OMol25 dataset: C4H8NOP in the gas phase (the ωB97M-V functional and the def2-TZVPD basis).

Structure (SMILES)   C[C@@]1(P)CC=NO1
LUMO level   0.8 eV
ΔE to the lowest compared entry with this formula, charge and spin   83.2 kcal/mol
Energy   -17100.7140 eV
Highest occupied orbital energy   -9.28 eV

```
! wB97M-V def2-TZVPD RIJCOSX def2/J DEFGRID3
* xyz 0 1
C 1.55 1.16 1.03
C 0.13 0.84 0.91
C 0.14 -0.21 -0.40
C -0.45 -1.54 -0.08
N 2.27 0.66 0.12
O 1.51 -0.11 -0.77
P -0.75 0.65 -1.73
H 1.90 1.89 1.77
H -0.31 0.23 1.65
H -0.46 1.71 0.67
H -1.04 -1.98 -0.83
H -0.92 -1.44 0.95
H 0.34 -2.25 0.06
H -2.22 0.54 -1.46
H -0.79 -0.52 -2.62
*
```



[10]
Entry from the OMol25 dataset: a gas-phase ion, C4H8NOS (charge -1) (the ωB97M-V functional and the def2-TZVPD basis).

Structure (SMILES)   C[C@@H](C[S-])NC=O
LUMO level   3.7 eV
ΔE to the lowest compared entry with this formula, charge and spin   27.8 kcal/mol
Energy   -18651.0032 eV
Highest occupied orbital energy   -2.61 eV

```
! wB97M-V def2-TZVPD RIJCOSX def2/J DEFGRID3
* xyz -1 1
O -1.02 1.74 -2.37
C -0.55 1.36 -1.29
N -0.01 0.11 -1.29
C 0.39 -0.59 0.00
C -0.80 -1.19 0.71
S -0.40 -2.89 1.38
C 1.11 0.59 0.92
H -0.74 1.85 -0.34
H -0.03 -0.35 -2.20
H 1.17 -1.27 -0.30
H -1.66 -1.28 -0.01
H -1.31 -0.55 1.44
H 0.48 0.81 1.77
H 2.05 0.29 1.39
H 1.31 1.38 0.21
*
```



[11]
Entry from the OMol25 dataset: a gas-phase ion, C4H8NOS (charge +1) (the ωB97M-V functional and the def2-TZVPD basis).

LUMO level   -4.6 eV
ΔE to the lowest compared entry with this formula, charge and spin   30.1 kcal/mol
Energy   -18641.9409 eV
Highest occupied orbital energy   -13.40 eV

```
! wB97M-V def2-TZVPD RIJCOSX def2/J DEFGRID3
* xyz 1 1
C 1.11 0.17 -0.30
C 1.51 -0.87 -1.02
C -0.19 0.90 -0.37
C -1.88 -0.32 0.96
N -1.23 0.77 0.62
O 1.81 0.64 0.76
S -1.72 -1.71 0.10
H 1.07 -1.35 -1.93
H 2.38 -1.36 -0.69
H -0.07 2.02 -0.44
H -0.76 0.74 -1.25
H -2.53 -0.39 1.87
H 2.66 0.32 1.04
H -1.47 1.59 1.25
H -0.68 -1.15 -0.57
*
```



[12]
Entry from the OMol25 dataset: a gas-phase ion, C4H8NOS (charge +1) (the ωB97M-V functional and the def2-TZVPD basis).

LUMO level (spin up / spin down)   -4.0 / -4.0 eV
ΔE to the lowest compared entry with this formula, charge and spin   94.0 kcal/mol
Energy   -18639.1718 eV
Highest occupied orbital energy (spin up / spin down)   -12.07 / -12.07 eV

```
! wB97M-V def2-TZVPD RIJCOSX def2/J DEFGRID3
* xyz 1 1
C 0.69 0.91 -0.68
C 0.83 -1.47 -0.81
C -1.18 -0.75 -1.24
C 1.76 -0.39 1.66
N 0.22 -0.37 -0.98
O 1.32 -2.49 -0.77
S 1.18 1.14 1.26
H -0.03 1.61 -1.05
H 1.78 1.06 -1.05
H -1.60 -1.14 -0.35
H -1.07 -1.42 -2.01
H -1.65 0.16 -1.56
H 2.87 -0.44 1.44
H 1.39 -0.93 2.53
H -0.08 0.97 1.75
*
```